Formula: C5H8N3O2
Source: the Open Molecules 2025 dataset
Level of theory: the ωB97M-V functional and the def2-TZVPD basis

Results
DFT total energy in hartree: -509.712173
M in g mol⁻¹: 142.14
Charge: +1
ΔE to the lowest compared entry with this formula, charge and spin in kJ/mol: 313.4
LUMO level in eV: -4.743
HOMO energy in Ha: -0.4963
Spin multiplicity: 1
HOMO-LUMO gap in eV: 8.763

The geometry in XYZ format:
```
18
Properties=species:S:1:pos:R:3:forces:R:3:nbo_charge:R:1
O 0.538279 2.692597 -0.759528 -0.52 2.93 -1.05 -0.596
O -3.220119 -1.005709 1.134856 1.12 1.31 -0.55 -0.599
N 1.369316 1.204140 0.433493 2.29 -0.42 1.75 -0.621
N -1.109828 -1.078089 0.120233 -1.05 -0.02 0.76 -0.434
N -2.606137 0.537850 -0.485663 -3.88 -2.82 4.14 -0.763
C 1.779858 -0.031317 0.836018 -0.64 -1.20 1.55 0.117
C -2.241737 -0.494766 0.376030 -0.19 1.17 -4.43 0.772
C 1.197435 -1.226361 0.622175 2.44 -2.06 0.53 -0.370
C 0.364799 1.520904 -0.330988 -1.67 -1.69 -0.93 0.330
C 0.009538 -1.653991 -0.026122 -1.16 -0.04 1.33 0.250
H 0.017695 -2.694725 -0.352635 -0.11 0.21 -0.80 0.222
H -2.759928 -1.400566 1.860759 -0.01 -1.05 1.26 0.506
H 2.006322 1.973602 0.683515 0.17 -0.43 0.10 0.370
H -3.582987 0.921768 -0.294087 2.22 -0.41 -0.70 0.436
H 1.776924 -2.190587 0.973998 -0.88 2.29 -0.56 0.262
H 2.583373 -0.034050 1.580830 0.08 0.18 -0.76 0.242
H 1.355272 3.098159 -0.396554 -0.03 0.52 -0.41 0.448
H -1.878223 0.993609 -0.916346 1.82 1.54 -1.22 0.429
```
Forces are in eV/Å.